Model i:
9
Properties=species:S:1:pos:R:3:nbo_charge:R:1 method="wB97M-V/def2-TZVPD" molar_mass_g_mol=59.07 e_homo_ev="-8.417 / -8.303" lumo_energy_ha="0.01110 / 0.01323" gap_ha="0.320 / 0.318"
C -1.103 -0.324 0.855 -0.46
N 1.923 0.916 -1.755 -0.50
N 0.792 -0.699 -0.694 -0.08
N -0.013 0.012 -0.047 -0.22
H -1.412 -1.314 0.922 0.23
H -0.942 -0.012 1.919 0.22
H -1.962 0.213 0.579 0.21
H 2.777 0.254 -1.635 0.26
H -0.061 0.954 -0.143 0.35

---

Model ii:
9
Properties=species:S:1:pos:R:3:nbo_charge:R:1 method="wB97M-V/def2-TZVPD" molar_mass_g_mol=59.07 e_homo_ev=-9.151 lumo_energy_ha=0.02886 gap_ha=0.365
H -0.389 -1.903 2.312 0.34
N -0.456 -0.989 1.818 -0.39
N 0.012 -1.080 0.694 0.03
N -0.611 0.138 -0.353 -0.49
C 0.467 0.703 -1.043 -0.43
H -1.228 0.587 0.258 0.36
H 0.065 0.986 -2.024 0.20
H 0.970 1.590 -0.538 0.16
H 1.170 -0.031 -1.125 0.21

---

Name the most stable of them. model ii.

---

Model i:
9
Properties=species:S:1:pos:R:3:nbo_charge:R:1 method="wB97M-V/def2-TZVPD" molar_mass_g_mol=59.07 e_homo_ev=-9.259 lumo_energy_ha=0.03850 gap_ha=0.379
H -1.958 0.960 0.189 0.32
N -1.852 -0.050 0.002 -0.69
C -0.635 -0.383 -0.028 0.27
N 0.428 0.424 0.051 -0.46
N 1.707 -0.015 0.001 -0.64
H -0.334 -1.404 -0.069 0.14
H 0.260 1.337 -0.426 0.37
H 1.913 -0.629 -0.781 0.34
H 1.946 -0.478 0.873 0.35

---

Model ii:
9
Properties=species:S:1:pos:R:3:nbo_charge:R:1 method="wB97M-V/def2-TZVPD" molar_mass_g_mol=59.07 e_homo_ev=-9.502 lumo_energy_ha=0.03009 gap_ha=0.379
N 0.711 1.285 -0.643 -0.74
C 0.023 0.236 -0.227 0.58
N 0.214 -1.149 -0.283 -0.86
N -1.036 0.344 0.840 -0.88
H 1.500 0.916 -1.247 0.33
H 0.857 -1.368 -1.141 0.39
H -0.665 -1.646 -0.011 0.42
H -0.652 -0.045 1.746 0.38
H -0.952 1.428 0.966 0.38

---

Name the most stable of them. model ii.

---

Model i:
17
Properties=species:S:1:pos:R:3:nbo_charge:R:1 method="wB97M-V/def2-TZVPD" molar_mass_g_mol=89.14 multiplicity=2 e_homo_ev="-14.631 / -14.629" s2=0.752 lumo_energy_ha="-0.17710 / -0.30587" gap_ha="0.361 / 0.232" total_charge=+1
N -1.416 -1.491 0.353 -0.84
C -0.228 -1.963 -0.350 -0.33
C 1.688 1.321 0.376 -0.72
C 0.813 0.172 0.482 0.13
C 0.871 -0.991 -0.303 0.10
H -1.353 -1.705 1.343 0.37
H -2.222 -2.004 0.014 0.40
H 0.144 -2.945 -0.035 0.26
H -0.465 -2.005 -1.434 0.28
H 2.661 1.045 0.818 0.31
H 1.247 2.224 0.764 0.28
H 1.973 1.485 -0.667 0.27
H 0.034 0.206 1.245 0.24
H 1.726 -1.202 -0.931 0.23
H -2.136 2.430 0.136 0.47
H -1.562 2.411 -1.266 0.46
O -1.777 3.012 -0.545 -0.92

---

Model ii:
17
Properties=species:S:1:pos:R:3:nbo_charge:R:1 method="wB97M-V/def2-TZVPD" molar_mass_g_mol=89.14 multiplicity=2 e_homo_ev="-13.815 / -13.799" s2=0.754 lumo_energy_ha="-0.19468 / -0.32623" gap_ha="0.313 / 0.181" total_charge=+1
N -1.708 -0.240 0.557 -0.83
C -0.611 -1.056 1.096 -0.30
C 2.457 -0.025 -1.194 -0.72
C 1.710 -0.889 -0.252 0.10
C 0.795 -0.523 0.656 0.10
H -1.975 -0.580 -0.432 0.39
H -2.537 -0.378 1.125 0.39
H -0.772 -2.178 0.759 0.21
H -0.826 -0.953 2.163 0.27
H 3.216 0.568 -0.752 0.32
H 2.912 -0.706 -1.971 0.28
H 1.932 0.834 -1.594 0.30
H 1.917 -1.957 -0.442 0.25
H 0.817 0.558 0.900 0.22
H -2.283 2.046 0.237 0.47
H -1.073 1.936 -0.429 0.44
O -1.934 2.181 -0.663 -0.90

---

Model iii:
17
Properties=species:S:1:pos:R:3:nbo_charge:R:1 method="wB97M-V/def2-TZVPD" molar_mass_g_mol=89.14 multiplicity=2 e_homo_ev="-13.718 / -13.718" s2=0.764 lumo_energy_ha="-0.12925 / -0.25846" gap_ha="0.375 / 0.246" total_charge=+1
C -1.015 0.340 2.772 -0.70
C -0.068 0.203 1.658 0.03
C 0.473 -1.004 1.214 0.08
N 1.273 -1.176 0.191 -0.37
C 1.751 -0.107 -0.736 -0.44
H -0.749 -0.157 3.701 0.27
H -1.994 -0.021 2.430 0.28
H -1.103 1.397 3.007 0.26
H 0.206 1.049 1.035 0.21
H 0.294 -1.859 1.841 0.23
H 2.033 -1.832 0.336 0.43
H 2.602 0.382 -0.256 0.24
H 0.933 0.542 -1.000 0.23
H 2.170 -0.693 -1.549 0.25
H -2.780 1.061 -5.462 0.47
H -2.061 0.649 -4.205 0.46
O -1.965 1.225 -4.975 -0.93

---

Name the most stable of them. model iii.

---

Model i:
17
Properties=species:S:1:pos:R:3:nbo_charge:R:1 method="wB97M-V/def2-TZVPD" molar_mass_g_mol=89.14 multiplicity=2 e_homo_ev="-14.731 / -14.729" s2=0.754 lumo_energy_ha="-0.10394 / -0.27824" gap_ha="0.437 / 0.263" total_charge=+1
C -2.169 0.263 -0.718 -0.45
N -0.913 -0.291 -0.237 0.06
C -0.995 -1.227 0.872 -0.47
C 0.174 0.667 -0.129 -0.31
C 1.570 0.031 -0.371 -0.06
O 2.447 0.602 0.573 -0.70
H -2.898 -0.527 -0.887 0.25
H -2.573 0.894 0.079 0.27
H -1.971 0.816 -1.627 0.25
H -0.571 -0.763 1.764 0.26
H -0.381 -2.111 0.668 0.27
H -2.027 -1.526 1.028 0.25
H 0.258 1.149 0.838 0.28
H 0.030 1.474 -0.848 0.24
H 1.889 0.145 -1.408 0.20
H 1.531 -1.042 -0.241 0.17
H 3.267 0.852 0.138 0.50

---

Model ii:
17
Properties=species:S:1:pos:R:3:nbo_charge:R:1 method="wB97M-V/def2-TZVPD" molar_mass_g_mol=89.14 multiplicity=2 e_homo_ev="-15.318 / -14.775" s2=0.755 lumo_energy_ha="-0.15054 / -0.23070" gap_ha="0.412 / 0.312" total_charge=+1
C 0.281 -1.820 -0.775 -0.15
O -0.445 -0.740 -0.379 -0.28
C 1.659 -1.994 -0.160 -0.66
H 0.379 -1.769 -1.875 0.26
H -0.373 -2.697 -0.624 0.26
H 1.693 -1.842 0.918 0.22
H 2.404 -1.344 -0.614 0.23
H 1.982 -3.019 -0.324 0.25
C -1.448 2.368 -0.222 -0.42
C 0.054 0.899 0.961 0.17
N -0.934 1.716 1.007 -0.45
H -1.613 3.419 -0.022 0.24
H -2.356 1.866 -0.527 0.24
H -0.696 2.272 -1.000 0.22
H 0.873 1.099 0.282 0.22
H 0.211 0.128 1.699 0.23
H -1.672 1.459 1.656 0.42

---

Name the most stable of them. model i.

---

Model i:
16
Properties=species:S:1:pos:R:3:nbo_charge:R:1 method="wB97M-V/def2-TZVPD" molar_mass_g_mol=77.13 e_homo_ev=-8.896 lumo_energy_ha=0.03264 gap_ha=0.360
C -0.062 1.166 -1.020 -0.41
N -0.068 0.020 -0.159 -0.47
C -1.200 -0.022 0.706 -0.41
C 0.156 -1.213 -0.886 -0.41
H -0.322 2.068 -0.476 0.21
H -0.845 1.080 -1.795 0.16
H 0.898 1.394 -1.490 0.20
H -1.269 -1.007 1.164 0.21
H -1.095 0.684 1.523 0.21
H -2.150 0.136 0.168 0.17
H 0.018 -2.092 -0.261 0.21
H 1.166 -1.204 -1.302 0.20
H -0.528 -1.298 -1.748 0.16
O 1.674 -0.118 2.176 -0.97
H 2.391 0.517 2.095 0.46
H 1.235 -0.110 1.305 0.48

---

Model ii:
16
Properties=species:S:1:pos:R:3:nbo_charge:R:1 method="wB97M-V/def2-TZVPD" molar_mass_g_mol=77.13 e_homo_ev=-9.529 lumo_energy_ha=0.03878 gap_ha=0.389
C -1.515 1.243 1.014 -0.65
C -0.328 0.377 1.500 -0.05
O 0.288 -0.255 0.412 -0.55
C -0.220 -1.418 -0.149 -0.26
H -2.400 1.253 1.653 0.21
H -1.221 2.281 0.852 0.21
H -1.831 0.865 0.047 0.21
H -0.631 -0.381 2.236 0.16
H 0.425 1.004 1.966 0.19
H -0.500 -1.425 -1.203 0.17
H -1.085 -1.769 0.437 0.17
H 0.495 -2.235 -0.013 0.18
N 2.232 -0.071 -2.120 -1.08
H 2.391 0.253 -3.068 0.35
H 2.614 0.623 -1.517 0.37
H 1.287 -0.345 -2.047 0.36

---

Name the most stable of them. model i.

---

Model i:
16
Properties=species:S:1:pos:R:3:nbo_charge:R:1 method="wB97M-V/def2-TZVPD" molar_mass_g_mol=77.13 e_homo_ev=-7.966 lumo_energy_ha=-0.08049 gap_ha=0.212
C -0.427 0.931 -0.154 -0.30
C 0.379 0.076 0.842 -0.20
C 1.829 0.465 1.043 -0.65
N -0.445 0.226 -1.446 -0.71
H 0.421 -1.736 -0.089 0.22
H 0.059 1.917 -0.331 0.27
H 0.227 -0.996 0.394 0.02
H -0.146 0.100 1.818 0.22
H 1.844 1.366 1.678 0.23
H 2.301 0.719 0.085 0.22
H 2.554 -0.246 1.443 0.23
H 0.343 -0.432 -1.476 0.31
H -1.459 1.069 0.168 0.20
H -3.282 -1.001 -1.214 0.46
H -1.703 -0.924 -1.393 0.48
O -2.497 -1.532 -1.367 -0.99

---

Model ii:
16
Properties=species:S:1:pos:R:3:nbo_charge:R:1 method="wB97M-V/def2-TZVPD" molar_mass_g_mol=77.13 e_homo_ev=-9.537 lumo_energy_ha=0.03129 gap_ha=0.382
C -0.721 0.343 0.894 -0.63
C 0.485 0.021 0.026 -0.05
C 1.634 0.978 0.252 -0.62
N 0.937 -1.373 0.100 -0.82
H -1.359 -0.528 1.062 0.21
H -0.496 0.712 1.896 0.20
H -1.413 1.083 0.529 0.22
H 0.163 0.160 -1.019 0.16
H 2.581 0.569 -0.094 0.22
H 1.460 1.929 -0.214 0.21
H 1.859 1.240 1.292 0.20
H 0.129 -1.976 0.148 0.35
H 1.424 -1.520 0.971 0.35
O -2.525 -0.770 -1.754 -0.93
H -1.561 -0.909 -1.813 0.46
H -2.596 0.042 -2.277 0.47

---

Name the most stable of them. model ii.